DFT (ωB97M-V/def2-TZVPD) results for 2 unconnected molecules or ions with the total composition C9H15N4.

Output
highest occupied orbital energy: -11.56 eV
total charge: +1
LUMO: -2.77 eV
ΔE to the lowest compared entry with this formula, charge and spin: 0.0 kJ/mol
energy: -570.70957 a.u.
multiplicity: 1

Last column: natural (NBO) charge in e.
CARTESIAN COORDINATES (ANGSTROEM)
N1 -2.07 -1.71 -0.90  -0.7409
N2 -0.30 -2.64 0.37  -0.8205
N3 -0.82 -0.31 0.31  -0.5531
N4 -0.85 0.58 -1.79  -0.4456
C1 0.56 0.53 -2.07  -0.4296
C2 -1.01 -1.53 0.02  0.5810
C3 2.44 0.64 1.82  -0.2026
C4 2.08 1.86 2.36  -0.2043
C5 0.78 2.31 2.25  -0.1832
C6 -0.17 1.54 1.61  -0.2305
C7 1.50 -0.14 1.16  -0.2319
C8 0.17 0.30 1.06  0.0886
C9 -1.72 -0.22 -2.32  0.0503
H1 1.80 -1.07 0.70  0.2026
H2 0.82 1.30 -2.81  0.2292
H3 -2.15 -2.65 -1.28  0.4029
H4 -1.38 -0.92 -3.07  0.2163
H5 -1.19 1.88 1.52  0.2209
H6 3.45 0.29 1.89  0.2273
H7 -2.95 -1.36 -0.56  0.4211
H8 2.82 2.47 2.85  0.2300
H9 1.14 0.72 -1.17  0.2421
H10 -1.15 1.36 -1.21  0.4395
H11 -2.76 0.06 -2.32  0.2191
H12 -0.72 -3.55 0.28  0.4063
H13 0.36 -2.55 1.13  0.4199
H14 0.50 3.27 2.66  0.2290
H15 0.83 -0.44 -2.48  0.2160

DFT (ωB97M-V/def2-TZVPD) results for a molecular structure, C3H7BaO3.

Output
highest occupied orbital energy (alpha / beta): -6.86 / -6.85 eV
⟨S²⟩: 0.7551
LUMO (alpha / beta): -0.33 / -0.32 eV
ΔE to the lowest compared entry with this formula, charge and spin: 456.1 kJ/mol
energy: -369.47096 a.u.
multiplicity: 2

Last column: Mulliken spin population.
CARTESIAN COORDINATES (ANGSTROEM)
Ba1 1.98 0.26 -1.33  0.0236
O1 4.29 0.17 -1.71  0.9728
O2 0.66 -1.19 -0.03  0.0026
O3 -0.73 1.21 -0.28  0.0046
C1 -0.73 -1.35 -0.37  0.0004
C2 -1.37 -0.01 0.00  -0.0003
C3 0.41 1.50 0.57  -0.0032
H1 0.66 -0.58 1.13  -0.0002
H2 -1.20 -0.07 1.10  0.0004
H3 -1.14 -2.10 0.33  -0.0002
H4 -2.45 0.01 -0.22  -0.0001
H5 -1.18 -1.74 -1.30  0.0002
H6 0.22 1.28 1.63  -0.0005
H7 0.57 2.59 0.51  -0.0001